{
  "formula": "C20H35N5OS",
  "method": "ωB97M-V/def2-TZVPD",
  "elements": ["C", "H", "H", "H", "S", "C", "N", "C", "C", "C", "N", "H", "C", "N", "C", "H", "C", "N", "C", "C", "H", "H", "H", "H", "C", "C", "C", "N", "C", "H", "C", "H", "H", "H", "C", "C", "H", "H", "H", "C", "H", "H", "H", "H", "H", "H", "H", "H", "H", "C", "H", "H", "C", "O", "H", "H", "H", "H", "H", "H", "H", "H"],
  "coordinates": [[3.560, 3.680, -2.664], [3.549, 4.424, -3.413], [2.839, 2.771, -3.030], [4.562, 3.181, -2.669], [3.066, 4.334, -1.346], [3.091, 2.966, -0.200], [3.391, 1.941, -0.749], [3.490, 0.563, -0.146], [3.139, 0.586, 1.220], [2.691, 1.867, 1.772], [2.905, 2.904, 1.236], [2.635, 1.949, 2.831], [2.815, -0.620, 1.858], [1.550, -1.271, 2.043], [1.237, -1.684, 0.504], [1.082, -0.642, 0.011], [-0.266, -2.324, 0.555], [-1.244, -1.616, 1.306], [-0.813, -1.332, 2.576], [0.500, -0.325, 2.628], [0.428, 0.532, 1.843], [0.862, 0.009, 3.703], [-0.631, -2.042, 3.365], [-1.602, -0.440, 3.112], [-1.935, -1.136, 0.391], [-1.541, 0.040, -0.482], [-2.697, 0.980, -1.330], [-3.346, -0.181, -1.897], [-4.080, -0.844, -1.028], [-4.799, -1.586, -1.655], [-2.977, -1.916, -0.322], [-2.403, -2.403, -1.206], [-3.550, -2.564, 0.346], [-4.749, -0.374, -0.444], [-4.271, 0.610, -3.036], [-5.154, 1.521, -2.332], [-4.593, 2.411, -2.290], [-5.969, 2.078, -3.074], [-5.779, 1.280, -1.620], [-3.298, 1.110, -4.006], [-4.211, 1.337, -4.945], [-2.622, 0.484, -4.204], [-2.859, 2.090, -3.904], [-4.917, -0.150, -3.449], [-2.010, 1.599, -1.906], [-3.345, 1.361, -0.508], [-1.018, -0.366, -1.273], [-1.053, 0.842, -0.009], [-2.681, -0.488, 1.158], [0.202, -3.728, 1.352], [0.841, -4.422, 0.679], [0.527, -3.721, 2.261], [-1.278, -4.817, 1.326], [-1.129, -5.832, 1.946], [-0.783, -5.753, 2.846], [-2.020, -4.028, 2.154], [-1.583, -4.781, 0.266], [-0.391, -2.519, -0.375], [1.998, -2.345, 0.309], [3.345, -1.351, 1.921], [3.020, -0.511, 3.009], [3.623, -0.264, -0.516]]
}

=====

{
  "formula": "C20H35N6O8P2PbS2",
  "method": "ωB97M-V/def2-TZVPD",
  "total_charge": 1,
  "elements": ["Pb", "C", "C", "C", "C", "C", "C", "H", "H", "H", "H", "H", "H", "C", "N", "C", "P", "O", "O", "P", "O", "N", "C", "C", "N", "C", "C", "N", "C", "C", "H", "H", "H", "H", "H", "H", "H", "H", "H", "H", "H", "H", "H", "H", "H", "H", "H", "H", "H", "H", "H", "H", "H", "H", "O", "N", "N", "O", "C", "C", "C", "C", "C", "C", "H", "H", "H", "H", "H", "O", "S", "O", "O", "S"],
  "coordinates": [[1.229, -0.875, -1.097], [2.491, -1.233, -3.915], [2.535, -2.460, -3.257], [1.366, -3.199, -3.077], [0.155, -2.710, -3.552], [0.112, -1.482, -4.204], [1.278, -0.745, -4.385], [3.400, -0.674, -4.086], [3.483, -2.874, -2.940], [1.412, -4.163, -2.589], [-0.743, -3.301, -3.441], [-0.824, -1.109, -4.600], [1.244, 0.189, -4.930], [1.448, 1.013, 3.336], [0.067, 0.605, 3.103], [-0.373, -0.480, 3.976], [-0.550, 0.705, 1.573], [0.313, 0.942, 0.373], [-1.521, -0.582, 1.361], [-1.704, -1.999, 0.596], [-0.669, -2.274, -0.442], [-3.223, -1.731, -0.037], [-3.215, -0.798, -1.164], [-4.112, -2.870, -0.262], [-1.850, -3.171, 1.719], [-2.825, -3.034, 2.795], [-0.768, -4.120, 1.958], [-1.598, 1.975, 1.699], [-2.303, 2.280, 2.938], [-2.333, 2.378, 0.507], [1.510, 1.481, 4.320], [1.738, 1.743, 2.586], [2.139, 0.169, 3.308], [-0.166, -0.196, 5.009], [0.154, -1.413, 3.754], [-1.445, -0.622, 3.861], [-2.406, -0.077, -1.049], [-4.166, -0.264, -1.204], [-3.062, -1.327, -2.110], [-3.885, -3.671, 0.436], [-4.014, -3.260, -1.280], [-5.147, -2.559, -0.110], [-3.535, -2.248, 2.542], [-2.342, -2.787, 3.744], [-3.362, -3.976, 2.927], [-0.046, -4.050, 1.147], [-1.175, -5.132, 1.996], [-0.259, -3.911, 2.903], [-1.674, 2.024, 3.784], [-3.256, 1.744, 3.007], [-2.506, 3.352, 2.972], [-1.754, 2.122, -0.379], [-2.482, 3.458, 0.523], [-3.312, 1.886, 0.457], [3.444, 1.074, 0.802], [3.150, 2.215, 0.160], [2.696, 2.265, -1.009], [2.362, 1.292, -1.765], [2.583, 3.598, -1.562], [3.251, 4.669, -0.977], [3.135, 5.923, -1.550], [2.383, 6.098, -2.703], [1.738, 5.018, -3.286], [1.837, 3.759, -2.720], [3.857, 4.508, -0.099], [3.651, 6.764, -1.109], [2.300, 7.077, -3.156], [1.166, 5.150, -4.194], [1.354, 2.902, -3.164], [2.626, -2.890, 0.099], [2.620, -1.967, 1.222], [3.356, -2.297, 2.392], [1.301, -1.378, 1.426], [3.723, -0.467, 0.094]]
}

=====

{
  "formula": "C20H36AsF11N3O2",
  "method": "ωB97M-V/def2-TZVPD",
  "total_charge": -1,
  "elements": ["C", "C", "O", "C", "As", "C", "C", "C", "C", "C", "C", "N", "C", "N", "N", "C", "C", "O", "C", "C", "F", "F", "C", "F", "F", "C", "F", "F", "C", "F", "F", "C", "C", "C", "F", "F", "F", "H", "H", "H", "H", "H", "H", "H", "H", "H", "H", "H", "H", "H", "H", "H", "H", "H", "H", "H", "H", "H", "H", "H", "H", "H", "H", "H", "H", "H", "H", "H", "H", "H", "H", "H", "H"],
  "coordinates": [[6.053, -0.414, 1.572], [4.660, -1.057, 2.070], [3.615, -0.163, 1.643], [2.686, -0.802, 0.729], [1.171, 0.347, 0.016], [2.561, 1.708, -0.572], [2.987, 2.799, 0.511], [-0.371, 1.291, -0.911], [-0.488, 2.855, -0.795], [-1.697, 3.391, 0.142], [-3.110, 2.765, -0.202], [-3.551, 2.913, -1.609], [-3.447, 1.690, -2.391], [-3.963, 0.543, -2.064], [-2.742, 1.819, -3.674], [0.824, 1.247, 1.810], [-0.262, 0.373, 2.632], [-1.587, 0.414, 2.043], [-2.308, -0.748, 2.477], [-2.356, -1.919, 1.388], [-2.490, -1.365, 0.121], [-1.163, -2.674, 1.461], [-3.588, -2.866, 1.708], [-4.779, -2.125, 1.535], [-3.555, -3.306, 3.041], [-3.729, -4.152, 0.783], [-3.497, -3.925, -0.566], [-5.086, -4.557, 0.880], [-2.871, -5.410, 1.236], [-3.495, -6.552, 0.659], [-1.569, -5.407, 0.699], [1.325, -0.776, -1.714], [2.088, -0.077, -2.908], [1.991, -0.911, -4.282], [2.953, -1.930, -4.223], [2.310, -0.106, -5.403], [0.745, -1.487, -4.506], [5.863, 0.377, 0.778], [6.706, -1.236, 1.143], [6.578, 0.066, 2.452], [4.670, -1.064, 3.207], [4.512, -2.121, 1.706], [2.215, -1.691, 1.294], [3.355, -1.267, -0.086], [0.166, -0.776, 0.497], [2.191, 2.324, -1.466], [3.523, 1.139, -0.823], [3.750, 3.482, -0.013], [3.517, 2.402, 1.424], [2.164, 3.486, 0.865], [-1.320, 0.765, -0.544], [-0.343, 1.051, -2.032], [-0.754, 3.271, -1.835], [0.418, 3.438, -0.464], [-1.753, 4.518, -0.083], [-1.476, 3.307, 1.246], [-3.888, 3.306, 0.444], [-3.119, 1.685, 0.168], [-3.108, 3.710, -2.080], [-4.444, 0.643, -1.160], [-2.513, 0.864, -3.966], [-1.871, 2.346, -3.556], [0.379, 2.285, 1.758], [1.711, 1.312, 2.507], [0.156, -0.683, 2.698], [-0.313, 0.784, 3.691], [-1.822, -1.205, 3.406], [-3.379, -0.501, 2.788], [-2.863, -5.600, 2.348], [0.280, -1.052, -2.101], [1.798, -1.805, -1.526], [3.213, 0.014, -2.729], [1.705, 0.962, -3.183]]
}

=====

{
  "formula": "C20H36AuGeIO2P",
  "method": "ωB97M-V/def2-TZVPD",
  "e_above_lowest_kj_mol": 34.6,
  "total_charge": -1,
  "elements": ["Au", "C", "Ge", "C", "C", "C", "H", "H", "H", "H", "H", "H", "H", "H", "H", "H", "H", "C", "C", "C", "P", "C", "C", "C", "C", "C", "C", "H", "H", "H", "H", "H", "H", "H", "H", "H", "H", "H", "H", "H", "H", "H", "H", "H", "H", "H", "H", "H", "I", "C", "C", "C", "C", "C", "C", "C", "O", "O", "H", "H", "H", "H"],
  "coordinates": [[-1.353, 0.863, 0.171], [-4.304, 1.614, 2.853], [-3.672, 2.698, 1.356], [-4.342, 4.518, 1.666], [-4.618, 2.089, -0.239], [-1.750, 2.589, 1.210], [-5.376, 1.763, 3.005], [-3.783, 1.878, 3.775], [-4.123, 0.558, 2.645], [-5.430, 4.502, 1.771], [-4.089, 5.164, 0.823], [-3.914, 4.953, 2.572], [-5.697, 2.207, -0.105], [-4.388, 1.041, -0.434], [-4.307, 2.666, -1.112], [-1.317, 2.613, 2.216], [-1.362, 3.452, 0.658], [4.515, -0.344, 2.047], [3.070, -0.745, 2.346], [2.708, -0.290, 3.765], [1.705, -0.264, 1.170], [1.847, -1.533, -0.175], [3.238, -2.032, -0.569], [0.969, -2.731, 0.200], [2.175, 1.322, 0.332], [3.345, 1.379, -0.646], [2.231, 2.450, 1.362], [5.183, -0.752, 2.814], [4.636, 0.741, 2.066], [4.867, -0.697, 1.080], [3.012, -1.841, 2.332], [2.744, 0.800, 3.844], [3.415, -0.696, 4.496], [1.701, -0.599, 4.044], [1.392, -1.034, -1.035], [3.701, -2.599, 0.245], [3.923, -1.233, -0.847], [3.160, -2.710, -1.424], [1.344, -3.218, 1.108], [0.981, -3.479, -0.599], [-0.065, -2.433, 0.367], [1.270, 1.492, -0.267], [4.307, 1.154, -0.182], [3.416, 2.386, -1.071], [3.198, 0.697, -1.483], [3.160, 2.423, 1.939], [1.392, 2.400, 2.058], [2.184, 3.423, 0.865], [-2.523, -5.484, -6.253], [-1.978, -3.956, -4.945], [-1.096, -2.974, -5.374], [-0.737, -1.963, -4.491], [-1.252, -1.924, -3.203], [-2.136, -2.916, -2.797], [-2.502, -3.940, -3.661], [-0.830, -0.807, -2.252], [0.050, -0.032, -2.614], [-1.433, -0.845, -1.128], [-0.696, -2.999, -6.378], [-0.045, -1.184, -4.784], [-2.532, -2.869, -1.792], [-3.187, -4.712, -3.339]]
}

=====

{
  "formula": "C20H36Cl24P",
  "method": "ωB97M-V/def2-TZVPD",
  "total_charge": 1,
  "elements": ["C", "C", "C", "C", "C", "C", "C", "C", "C", "C", "C", "C", "P", "H", "H", "H", "H", "H", "H", "H", "H", "H", "H", "H", "H", "H", "H", "H", "H", "H", "H", "H", "H", "H", "H", "H", "H", "H", "H", "H", "H", "C", "Cl", "Cl", "Cl", "H", "C", "Cl", "Cl", "Cl", "H", "C", "Cl", "Cl", "Cl", "H", "C", "Cl", "Cl", "Cl", "H", "C", "Cl", "Cl", "Cl", "H", "C", "Cl", "Cl", "Cl", "H", "C", "Cl", "Cl", "Cl", "H", "C", "Cl", "Cl", "Cl", "H"],
  "coordinates": [[0.035, -0.694, 2.397], [-1.372, -1.038, 1.880], [-1.969, -0.074, 0.823], [-1.015, 0.877, 0.152], [0.032, 0.193, -0.714], [-0.484, -0.250, -2.093], [0.558, -1.165, -2.737], [0.083, -2.015, -3.938], [0.006, -3.542, -3.623], [-1.193, -4.267, -4.259], [-2.606, -4.070, -3.679], [-2.705, -3.887, -2.163], [-4.392, -3.275, -1.808], [0.113, -1.100, 3.399], [0.778, -1.221, 1.818], [0.229, 0.364, 2.471], [-1.368, -2.061, 1.513], [-2.024, -1.013, 2.741], [-2.779, 0.458, 1.310], [-2.413, -0.654, 0.026], [-0.542, 1.556, 0.848], [-1.610, 1.501, -0.509], [0.816, 0.924, -0.886], [0.495, -0.659, -0.236], [-1.437, -0.756, -1.932], [-0.669, 0.609, -2.725], [0.916, -1.830, -1.959], [1.391, -0.525, -2.999], [-0.847, -1.635, -4.352], [0.828, -1.919, -4.719], [0.898, -3.969, -4.064], [0.069, -3.734, -2.560], [-0.969, -5.324, -4.315], [-1.223, -3.919, -5.285], [-3.164, -3.285, -4.178], [-3.143, -4.989, -3.887], [-2.028, -3.159, -1.738], [-2.590, -4.814, -1.613], [-5.346, -4.208, -2.229], [-4.535, -2.974, -0.450], [-4.550, -2.099, -2.553], [3.377, 1.492, 3.438], [3.257, 0.139, 4.567], [3.379, 0.919, 1.763], [2.057, 2.630, 3.695], [4.313, 2.004, 3.626], [5.355, -2.710, 3.286], [7.105, -2.588, 3.467], [4.890, -2.540, 1.591], [4.761, -4.233, 3.948], [4.901, -1.901, 3.840], [1.155, -1.682, -8.099], [0.896, -3.278, -7.383], [-0.205, -1.234, -9.125], [1.416, -0.467, -6.844], [2.043, -1.729, -8.714], [3.430, 4.524, 0.634], [3.420, 5.391, 2.171], [2.123, 5.097, -0.406], [4.997, 4.675, -0.162], [3.256, 3.477, 0.838], [-1.315, 7.061, -1.071], [-2.190, 8.177, -2.118], [-0.216, 6.049, -2.014], [-0.436, 7.933, 0.183], [-2.035, 6.414, -0.589], [-4.676, -1.089, 4.666], [-2.958, -1.001, 5.054], [-4.937, -0.951, 2.916], [-5.385, -2.577, 5.282], [-5.173, -0.254, 5.141], [-2.445, 3.802, 2.336], [-0.706, 3.936, 2.560], [-2.861, 3.940, 0.623], [-3.029, 2.274, 3.004], [-2.930, 4.611, 2.864], [5.087, 3.435, 6.884], [5.653, 2.518, 5.479], [5.497, 5.139, 6.717], [3.351, 3.228, 7.111], [5.590, 3.047, 7.759]]
}

=====

{
  "formula": "C20H36Cl2NO6",
  "method": "ωB97M-V/def2-TZVPD",
  "total_charge": 1,
  "elements": ["C", "C", "C", "Cl", "C", "C", "N", "C", "C", "Cl", "C", "C", "C", "C", "C", "H", "H", "H", "H", "H", "H", "H", "H", "H", "H", "H", "H", "H", "H", "H", "H", "H", "H", "H", "H", "H", "H", "H", "H", "C", "C", "C", "O", "C", "O", "O", "H", "H", "H", "H", "H", "H", "C", "C", "C", "O", "C", "O", "O", "H", "H", "H", "H", "H", "H"],
  "coordinates": [[3.689, -1.039, 1.769], [2.314, -1.257, 2.392], [1.185, -1.358, 1.374], [1.146, 0.122, 0.379], [-0.180, -1.626, 2.048], [-0.240, -3.119, 2.364], [-1.535, -3.393, 3.081], [-2.760, -3.129, 2.227], [-2.439, -2.277, 1.004], [-1.926, -3.326, -0.370], [-1.432, -1.145, 1.264], [-2.142, 0.022, 1.984], [-2.736, 1.093, 1.059], [-3.081, 2.339, 1.870], [-3.985, 0.601, 0.309], [3.801, -0.009, 1.426], [4.472, -1.233, 2.503], [3.852, -1.700, 0.914], [2.075, -0.438, 3.079], [2.325, -2.180, 2.985], [1.400, -2.184, 0.686], [-0.164, -1.109, 3.018], [0.572, -3.433, 3.019], [-0.235, -3.737, 1.470], [-1.567, -2.799, 3.912], [-1.557, -4.356, 3.419], [-3.170, -4.091, 1.926], [-3.497, -2.628, 2.854], [-3.377, -1.830, 0.683], [-1.121, -0.803, 0.277], [-1.446, 0.503, 2.676], [-2.962, -0.379, 2.605], [-1.970, 1.354, 0.319], [-2.256, 2.635, 2.522], [-3.959, 2.149, 2.498], [-3.304, 3.175, 1.208], [-4.588, -0.063, 0.941], [-3.743, 0.068, -0.616], [-4.626, 1.443, 0.044], [-1.147, -1.190, -3.760], [0.288, -1.488, -4.117], [1.318, -0.963, -3.131], [2.432, -0.659, -3.966], [1.969, -0.425, -5.224], [2.613, 0.035, -6.104], [0.668, -0.790, -5.314], [-1.344, -0.124, -3.877], [-1.838, -1.740, -4.397], [-1.338, -1.472, -2.721], [0.440, -2.555, -4.302], [1.621, -1.684, -2.375], [0.975, -0.045, -2.646], [3.197, 4.372, -2.665], [2.623, 4.535, -1.281], [3.062, 3.494, -0.267], [1.915, 3.384, 0.585], [0.826, 3.745, -0.134], [-0.298, 3.555, 0.214], [1.192, 4.321, -1.292], [2.772, 3.491, -3.146], [2.986, 5.240, -3.286], [4.279, 4.249, -2.605], [2.790, 5.544, -0.895], [3.925, 3.784, 0.326], [3.244, 2.525, -0.742]]
}

=====

no.,total energy (a.u.),frontier orbital gap (eV)
1,-1529.4842,8.14
2,-3385.3627,8.90
3,-4432.5025,6.65
4,-3785.9015,6.73
5,-12169.2780,9.03
6,-2210.0715,9.31